No. 1
The following is a quantum chemistry calculation of a cluster of 7 separate species, C8H32NO10 in total, from the OMol25 dataset.

## Properties
HOMO level (spin up / spin down) (eV): -14.33 / -14.33
Charge: +2
Energy (eV): -30758.7442
Spin multiplicity: 2
Molecular weight (Da): 302.34

```
51
Properties=species:S:1:pos:R:3:forces:R:3:nbo_charge:R:1
H 1.591 -1.044 0.732 0.085 -0.383 0.292 0.47
H 1.670 1.940 1.675 -0.019 -0.394 -0.232 0.50
H 0.107 2.326 -3.905 -0.724 0.803 0.566 0.48
C 1.607 2.448 3.555 -0.546 -0.287 -0.976 -0.11
C 1.599 0.192 -3.467 -0.556 0.183 -1.860 -0.10
O -0.568 -2.938 4.024 -0.538 -0.905 -0.045 -0.69
O -1.943 1.209 1.286 -0.257 0.296 0.797 -0.93
O 0.743 -1.002 1.178 -0.646 -0.241 0.963 -0.77
H 1.958 1.007 -2.839 -0.607 0.377 0.333 0.14
N -0.555 0.700 -0.783 1.221 -0.238 -0.493 -0.90
H -1.559 -2.796 -0.673 0.091 -0.122 0.112 0.48
H 2.761 1.923 -0.292 0.245 0.372 -0.265 0.49
O -3.279 -4.200 -2.151 -0.228 0.279 0.021 -0.69
H 1.774 4.028 5.092 0.419 0.023 0.386 0.28
H -0.974 0.904 0.113 -0.741 -0.265 0.614 0.44
H -3.491 -3.821 -1.295 -0.256 -0.637 0.390 0.46
H 0.288 4.112 4.448 -1.316 -0.370 -0.261 0.33
H -0.242 -0.245 -4.625 0.210 -0.040 0.030 0.20
H -0.240 -2.353 4.711 -0.058 -0.041 0.101 0.47
H -2.866 0.960 1.349 -0.404 -0.293 -0.024 0.51
H -3.338 -3.224 -3.978 0.757 -0.352 -0.085 0.21
O 2.315 1.077 -0.342 -0.199 0.153 0.470 -0.97
H 2.651 2.139 3.513 0.515 1.128 0.111 0.23
H -1.936 2.151 1.455 -0.006 0.365 0.198 0.49
H -1.343 -2.622 2.058 -0.160 -0.874 0.573 0.18
H 1.817 -1.396 -2.329 0.117 -0.134 -0.119 0.47
H 2.514 -0.068 -4.001 -0.223 -0.301 -0.673 0.18
C -1.742 -2.440 -2.592 0.274 1.007 -0.477 -0.10
O 1.045 2.376 2.259 -0.218 0.079 0.738 -0.69
H 1.263 1.698 4.268 -0.960 0.059 0.059 0.23
H 0.432 0.894 -0.697 0.506 0.757 -0.436 0.44
H -1.438 -1.599 -3.216 -0.804 0.655 0.172 0.18
H 3.008 0.453 -0.556 0.311 -0.239 -0.135 0.50
H -0.511 -0.295 -0.948 -0.893 -1.003 -0.253 0.48
O 1.109 -0.909 -2.757 -0.231 -0.470 1.133 -0.74
H 1.889 5.739 3.676 0.067 1.072 0.850 0.53
O -0.393 1.535 -3.693 -1.189 1.873 1.180 -0.72
H 0.902 -2.970 1.909 0.330 0.002 -0.183 0.18
C 0.353 0.634 -4.380 2.925 -1.783 -0.350 -0.08
C 1.292 3.823 4.136 2.363 1.377 -0.389 -0.13
O -1.646 -1.998 -1.198 -0.234 -0.117 -0.878 -0.77
C -0.759 -2.186 2.870 1.199 1.818 -0.864 -0.07
C -3.133 -3.021 -2.927 0.737 0.025 0.157 -0.11
H 1.412 -1.773 3.054 -0.135 0.439 0.138 0.16
H -1.020 1.193 -1.532 0.221 0.049 -0.589 0.44
H 0.685 1.125 -5.294 0.284 -0.486 -0.298 0.18
H -1.299 -1.265 3.090 0.211 0.416 0.044 0.16
H -0.852 -3.028 -2.818 -0.538 -1.140 0.224 0.19
H -3.952 -2.339 -2.694 0.236 0.492 0.374 0.18
O 1.623 4.921 3.250 -0.348 -2.748 -0.187 -0.17
C 0.669 -1.972 2.281 -0.290 -0.236 -0.955 -0.09
```
Forces are in eV/Å.

---

No. 2
The following is a quantum chemistry calculation of a structure of composition C8H36AsF6N16O10, from the OMol25 dataset.

## Properties
HOMO level (eV): -6.92
Charge: -1
Energy (eV): -130349.0030
Molecular weight (Da): 705.39

```
77
Properties=species:S:1:pos:R:3:forces:R:3:lowdin_charge:R:1
O -2.950 -4.278 2.966 0.249 -2.258 0.703 0.03
H -2.211 -3.312 -2.203 0.376 0.347 0.379 0.11
F 0.027 0.104 -1.126 -0.535 1.105 1.481 -0.29
N 1.840 1.947 -2.570 -2.393 3.217 4.933 0.18
N 2.681 1.030 2.972 3.415 -1.850 -5.425 0.19
H -4.492 -3.530 1.206 0.320 0.322 0.069 0.12
C 2.328 1.597 4.022 -3.154 1.238 5.453 -0.81
H 0.873 0.881 -4.279 0.137 -0.468 -0.342 0.08
H 0.402 -2.399 2.674 -0.181 0.241 0.519 0.08
H 3.693 -2.688 2.366 -0.292 -0.173 -0.453 0.14
O -5.062 3.775 -1.783 -1.965 -0.483 -0.636 0.00
H 1.215 -2.760 -0.354 0.161 0.489 -0.131 0.01
H -4.065 0.889 -1.349 0.536 0.260 0.656 0.05
N -4.455 -2.848 -2.512 -3.460 -1.628 -1.057 0.18
O 3.793 1.449 -3.415 1.901 -0.061 -0.264 0.03
H -2.019 -1.808 -1.283 1.616 -0.618 0.000 0.06
O 1.522 5.174 0.120 -1.887 0.621 -0.250 0.04
H 2.067 -3.007 1.719 0.830 -0.089 -0.212 0.05
N 3.282 -0.134 -0.700 1.024 4.079 3.297 0.18
H 3.535 6.243 0.316 1.020 -0.107 -0.249 0.14
C 3.392 -1.210 -1.410 4.047 -0.253 0.996 -0.84
H 0.832 1.937 -2.636 0.395 0.237 0.335 0.10
H -6.259 1.777 -3.469 0.123 0.513 0.541 0.11
O 1.465 -3.534 0.150 -0.430 -0.413 -0.094 -0.03
N 2.760 3.331 0.343 0.035 -2.735 -0.525 0.16
N 2.686 -2.630 2.423 3.816 -2.899 -6.828 0.19
N 0.925 -2.216 3.518 -4.109 -0.306 1.071 0.16
H 2.335 2.422 -1.829 -0.512 0.196 0.029 0.09
H 4.440 4.656 0.120 0.777 1.459 0.072 0.12
N -4.153 1.893 -1.283 4.719 -1.948 4.653 0.14
H 2.003 0.800 2.259 1.039 -0.454 -0.078 0.07
N 2.247 -1.460 -1.860 -7.543 -3.045 -3.598 0.17
H 2.410 0.371 -5.030 -0.612 -0.057 -0.121 0.14
C 2.593 4.628 0.265 -5.708 -1.424 -0.324 -0.85
C -3.712 -2.005 -1.889 1.412 1.087 -0.692 -0.76
F -1.829 1.490 0.263 1.798 -1.215 -0.255 -0.22
H -3.806 -1.903 1.237 -0.615 -0.321 -0.431 0.09
H -1.546 1.192 -3.637 -0.351 0.216 -0.040 0.06
C 2.579 1.404 -3.459 4.368 1.605 2.385 -0.88
H 0.566 1.710 5.085 0.253 0.220 -0.397 0.10
H 2.009 -2.270 -2.414 0.520 0.215 0.060 0.13
H -2.609 -1.228 2.674 0.201 -0.132 0.264 0.10
H 1.476 -0.865 -1.591 0.160 -0.349 -0.624 0.06
N -5.601 1.657 -2.712 -3.211 -1.658 -2.758 0.15
F -1.003 0.536 2.385 0.705 -0.493 -2.678 -0.29
H -5.391 -2.475 -2.582 -0.354 -1.321 -0.419 0.13
N -2.484 -2.158 3.048 4.179 6.196 3.203 0.19
H 3.684 3.068 0.654 -0.819 -1.059 0.213 0.11
H 0.413 1.231 3.424 -0.090 -0.007 0.576 0.04
H 3.690 1.032 2.996 0.006 -0.590 -1.455 0.14
H -5.304 0.711 -2.519 -0.511 0.065 -0.518 0.07
O -0.922 0.465 -3.636 0.012 0.135 -0.524 -0.05
F -1.436 -1.046 0.330 0.253 0.904 0.740 -0.26
O 3.067 2.076 4.854 1.089 0.890 0.912 0.02
C 2.234 -2.330 3.534 -2.447 2.412 2.190 -0.89
N 1.882 0.832 -4.303 -3.077 -4.463 -7.196 0.19
F 0.695 1.783 0.823 -2.107 -1.648 -0.470 -0.26
C -5.065 2.536 -1.876 0.109 4.106 -2.027 -0.76
O 2.882 -1.916 4.425 3.009 0.977 4.722 0.06
H -3.618 2.477 -0.656 0.197 -0.688 0.111 0.11
N -3.916 -2.823 1.640 -3.346 1.226 -4.146 0.18
N 3.664 5.244 0.390 6.307 4.080 0.574 0.18
N -2.431 -2.341 -2.036 1.941 0.986 1.407 0.18
O -4.099 -0.959 -1.399 -0.473 0.713 0.636 0.02
As -0.468 0.410 0.600 0.105 0.032 2.061 1.03
H -0.835 0.225 -2.713 0.000 -0.175 0.371 -0.01
H 1.899 2.802 0.340 0.854 -0.332 0.346 0.05
H 4.109 0.344 -0.373 -0.403 -0.114 -0.043 0.13
N 1.002 1.409 4.225 -2.170 0.576 0.841 0.16
H -4.044 -3.742 -2.737 -1.173 0.156 -0.397 0.12
H 1.260 -4.271 -0.424 0.029 -0.309 0.010 0.06
C -3.085 -3.143 2.567 -0.744 -4.736 0.526 -0.86
H 2.351 0.226 -0.543 0.873 0.506 0.242 0.05
H 0.536 -1.776 4.340 -0.214 -0.081 -0.451 0.11
H -1.805 -2.245 3.791 -0.228 -0.264 -0.277 0.12
F 0.934 -0.606 1.096 -1.648 0.817 -0.642 -0.25
O 4.398 -1.851 -1.569 1.843 -1.226 -0.553 0.05
```
Forces are in eV/Å.

---

No. 3
The following is a quantum chemistry calculation of a cluster of 11 separate species, C8H36N7O13 in total, from the OMol25 dataset.

## Properties
HOMO level (eV): -6.81
Charge: -1
Energy (eV): -45936.1334
Molecular weight (Da): 438.41

```
64
Properties=species:S:1:pos:R:3:forces:R:3:nbo_charge:R:1
H 33.628 18.700 -8.126 0.176 -0.144 0.006 0.40
O 35.799 19.652 -10.235 -0.217 -0.331 0.021 -0.67
O 32.810 15.370 -7.702 -0.158 -0.110 -0.154 -0.95
C 35.310 19.003 -9.321 0.402 0.098 0.115 0.78
N 36.374 13.365 -7.719 0.881 -1.372 0.046 -0.83
H 33.403 19.739 -9.464 0.191 0.141 -0.064 0.39
C 37.037 20.815 -6.608 0.169 -0.334 -0.251 -0.08
H 33.629 18.355 -3.050 0.075 -0.074 -0.062 0.46
N 39.166 15.724 -4.635 0.341 0.204 0.141 -0.86
H 36.819 17.660 -8.819 0.254 0.568 -0.322 0.41
O 33.424 13.717 -3.951 0.096 0.018 0.039 -0.96
N 37.272 23.208 -7.266 -0.159 -0.511 0.454 -0.83
H 38.441 18.648 -3.535 0.011 0.025 0.052 0.41
O 36.218 15.926 -6.021 -0.156 0.054 0.584 -0.78
H 35.072 20.982 -4.729 -0.242 -0.387 0.069 0.17
H 33.702 14.574 -3.603 0.135 0.161 -0.144 0.49
H 39.769 20.902 -7.276 0.055 0.068 -0.047 0.22
N 33.976 19.061 -8.999 -0.316 0.084 0.052 -0.85
H 36.270 23.113 -7.438 0.088 0.148 -0.239 0.34
H 37.676 21.556 -8.449 0.438 -0.030 -0.041 0.20
O 37.178 13.581 -4.403 -0.259 0.275 -0.162 -1.00
H 37.449 19.808 -6.769 0.085 0.054 0.113 0.19
N 37.297 11.426 -8.643 0.259 0.236 0.294 -0.84
O 37.068 11.661 -6.399 0.365 0.039 -0.190 -0.70
N 36.034 18.191 -8.478 -0.464 -0.535 0.290 -0.87
O 40.287 17.690 -4.886 -0.005 0.028 -0.362 -0.70
H 39.392 21.926 -5.913 -0.010 0.214 0.002 0.21
O 35.246 16.287 -4.057 0.050 0.104 0.404 -0.85
H 33.620 15.026 -7.315 0.030 0.028 0.052 0.47
H 36.618 15.392 -5.310 0.675 -0.120 -0.568 0.51
H 37.200 12.910 -5.119 -0.043 -0.149 0.193 0.51
H 37.122 11.769 -9.568 -0.081 -0.097 -0.006 0.39
H 35.896 19.399 -4.948 0.008 -0.045 -0.008 0.19
H 37.607 17.162 -3.230 -0.051 -0.034 -0.066 0.41
H 32.990 13.277 -3.215 0.010 -0.032 0.007 0.46
O 34.361 17.152 -5.943 0.315 0.476 0.160 -0.81
H 35.501 17.667 -7.790 -0.063 0.087 -0.001 0.41
C 36.960 12.142 -7.527 -1.241 0.219 -0.049 0.79
H 39.748 15.303 -5.336 0.043 -0.031 0.047 0.40
H 36.257 13.739 -8.641 -0.211 0.405 0.204 0.40
C 39.344 17.062 -4.421 -0.693 -0.251 0.478 0.77
O 37.034 21.144 -5.236 -0.050 -0.488 0.201 -0.57
H 36.004 13.759 -6.874 -0.065 0.713 -0.299 0.42
H 35.017 17.481 -0.914 0.036 0.044 0.041 0.46
H 36.240 13.727 -4.220 -0.019 -0.210 0.229 0.49
O 38.684 16.912 -7.498 -0.134 -0.037 -0.237 -0.98
H 33.494 18.442 -4.558 0.265 -0.166 -0.088 0.50
C 35.994 20.416 -4.572 0.280 0.919 -0.100 -0.25
C 35.221 16.544 -5.279 -1.168 -0.379 -0.615 0.98
C 37.840 21.835 -7.403 -0.826 0.418 0.096 -0.08
H 36.006 20.749 -6.989 0.002 0.270 0.000 0.16
H 38.399 15.181 -4.274 0.004 -0.034 -0.005 0.42
O 35.729 17.111 -1.441 -0.057 0.057 0.114 -0.97
H 39.807 22.673 -7.493 0.117 0.001 0.084 0.21
H 32.662 16.167 -7.182 0.148 0.040 0.074 0.48
H 39.294 17.201 -6.809 0.118 0.179 0.018 0.49
H 37.817 16.896 -7.070 0.149 -0.142 0.189 0.48
N 38.370 17.656 -3.662 0.357 0.017 -0.133 -0.85
H 36.217 20.404 -3.507 0.007 -0.066 0.018 0.18
C 39.299 21.848 -6.997 -0.045 -0.365 -0.252 -0.62
O 33.483 18.988 -3.758 -0.327 0.142 0.084 -0.97
H 35.348 16.943 -2.318 0.103 -0.152 -0.258 0.50
H 37.288 23.407 -6.265 0.172 0.111 -0.095 0.35
H 37.443 10.447 -8.483 0.150 -0.018 -0.152 0.41
```
Forces are in eV/Å.

---

No. 4
The following is a quantum chemistry calculation of a cluster of 11 separate species, C8H38O15 in total, from the OMol25 dataset.

## Properties
HOMO level (eV): -9.87
Charge: 0
Energy (eV): -39620.3526
Molecular weight (Da): 374.38

```
61
Properties=species:S:1:pos:R:3:forces:R:3:nbo_charge:R:1
O 1.574 4.147 3.069 0.098 -0.063 0.229 -0.94
H -2.824 6.124 -3.662 0.351 -0.385 0.598 0.18
O 3.332 -2.422 -1.572 0.094 -0.264 0.046 -0.94
H 2.475 -3.370 7.080 0.842 -0.616 0.459 0.20
H 2.460 -0.635 6.975 0.269 0.118 0.268 0.48
H 3.310 -2.028 -2.444 0.038 0.080 -0.217 0.47
H -4.727 0.913 4.386 -0.145 -0.003 -0.194 0.47
H 2.377 8.046 0.004 -0.028 0.077 0.042 0.47
H 2.560 4.791 -1.010 -0.052 0.333 0.548 0.19
H -5.180 -7.061 -4.171 -0.023 -0.965 0.151 0.19
C 4.415 -2.267 7.462 0.501 0.980 -0.296 -0.09
H 1.769 4.977 2.633 0.047 0.265 -0.127 0.47
H -1.637 -5.971 -3.519 0.324 0.230 0.226 0.46
O -3.523 -3.592 3.031 0.001 0.265 -0.025 -0.94
H -0.105 -0.844 -5.635 0.170 -0.073 -0.160 0.47
O -2.611 4.044 -3.377 -0.063 -0.360 2.012 -0.71
H -4.017 -4.203 3.578 -0.147 -0.123 0.168 0.47
H 4.042 -5.434 2.045 0.216 0.059 0.081 0.47
O -0.809 -0.416 -5.147 -0.077 0.231 -0.036 -0.94
H 4.224 7.313 -1.225 0.105 -0.233 0.283 0.18
O -4.172 1.033 5.157 -0.039 0.178 0.169 -0.94
H 2.732 7.308 -2.139 0.088 0.122 -0.336 0.15
H 1.160 3.612 2.392 -0.138 -0.180 -0.143 0.47
H -3.822 4.075 -5.634 0.201 -0.548 0.247 0.16
O -3.555 -8.240 -3.482 -0.053 -2.041 -0.910 -0.72
O 2.089 -1.514 6.864 0.771 -0.625 0.831 -0.73
H 3.038 5.250 -2.563 1.024 -0.596 -0.276 0.18
C -2.759 5.163 -4.173 0.529 -0.271 -2.035 -0.08
O 2.387 7.101 -0.164 0.554 -0.068 0.350 -0.73
O 4.665 -0.858 7.665 -0.732 0.336 0.242 -0.75
H -4.373 -6.757 -2.579 -0.786 0.982 -0.139 0.18
H 2.656 -2.559 8.663 -0.290 0.293 0.026 0.17
H -2.628 -8.104 -3.276 -0.105 0.253 0.092 0.46
O 4.640 4.949 -1.218 0.459 -0.850 -1.242 -0.74
H -2.871 -6.454 -5.179 -0.184 -0.028 -0.197 0.17
H 4.864 -2.429 6.482 -0.614 -0.686 -0.271 0.17
H 4.881 4.860 -0.293 -0.778 0.172 0.150 0.48
H 2.808 -1.833 -1.028 -0.171 0.182 0.233 0.48
H -1.034 -1.039 -4.455 -0.112 -0.155 0.199 0.47
H -5.365 5.894 -4.398 -0.786 -0.004 0.496 0.46
O -5.154 4.958 -4.441 -0.325 0.899 -0.115 -0.69
C -3.393 -6.005 -4.334 0.326 1.041 0.866 -0.10
O 0.083 -0.848 1.126 0.218 0.129 -0.164 -0.94
H -0.680 -1.160 0.639 -0.225 -0.030 -0.129 0.47
C -4.239 -7.038 -3.623 1.053 1.373 0.791 -0.09
H -2.950 -4.149 2.504 0.155 -0.132 -0.145 0.47
C 3.321 5.382 -1.519 0.472 -0.341 0.348 -0.09
H -3.585 0.277 5.151 0.187 -0.189 0.020 0.47
C -3.914 5.014 -5.089 -0.427 -1.290 -1.306 -0.10
H 2.998 -5.253 0.964 -0.049 0.136 -0.251 0.47
H -4.031 -5.188 -4.670 0.111 0.028 -0.104 0.18
H 5.034 -2.802 8.182 -0.478 -0.485 0.148 0.17
H -1.931 5.112 -4.881 0.651 1.010 -0.017 0.15
O 3.156 -5.697 1.797 -0.168 -0.168 0.139 -0.94
H 5.479 -0.682 8.142 -0.053 -0.329 0.001 0.48
H -3.888 5.681 -5.951 -0.079 0.865 0.253 0.16
C 2.888 -2.506 7.600 -0.224 1.010 -1.419 -0.09
H 0.093 -1.378 1.923 0.038 -0.101 0.277 0.47
O -2.394 -5.384 -3.451 -0.651 -0.858 -0.773 -0.72
C 3.242 6.846 -1.293 -1.857 1.351 0.175 -0.09
H -2.580 3.254 -3.921 -0.037 0.063 -0.138 0.47
```
Forces are in eV/Å.

---

No. 5
The following is a quantum chemistry calculation of a structure of composition C8H3NS3, from the OMol25 dataset.

## Properties
HOMO level (eV): -8.08
Charge: 0
Energy (eV): -42335.4479
Molecular weight (Da): 209.32

```
15
Properties=species:S:1:pos:R:3:forces:R:3:nbo_charge:R:1
C -0.214 0.793 -0.004 0.547 -0.931 0.240 0.13
C -1.523 -1.241 0.049 0.454 -0.172 -0.021 -0.22
C 2.127 0.318 0.025 0.300 0.062 -0.068 -0.19
H 1.335 2.315 -0.041 0.142 0.087 -0.033 0.22
S -0.616 -2.839 0.038 -0.061 -0.005 0.036 0.32
C 1.105 1.262 -0.013 -0.095 0.348 0.075 -0.24
S -2.781 2.237 0.175 -0.013 0.216 0.240 0.34
C 1.994 -1.093 0.032 0.185 -0.237 0.034 -0.26
C -2.409 -0.259 -0.111 2.215 3.165 -0.354 -0.02
C 0.703 -1.563 0.065 -0.628 0.606 -0.020 -0.09
N -1.508 1.143 -0.237 -2.703 -3.065 -0.220 -0.52
H 3.136 0.704 0.024 0.085 0.021 -0.003 0.22
C -0.261 -0.585 0.082 -0.175 -0.081 0.055 -0.13
S -3.966 0.520 -0.097 -0.291 0.017 0.018 0.20
H 2.878 -1.712 0.012 0.036 -0.031 0.021 0.22
```
Forces are in eV/Å.